{"formula": "C17H47Ag3NO19P3", "method": "wB97M-V/def2-TZVPD", "relative_energy_kcal_mol": 210.2, "gap_ev": 2.3, "homo_energy_ev": -11.366, "e_lumo_ev": -9.0, "molar_mass_g_mol": 986.1, "charge": 2, "elements": ["Ag", "Ag", "Ag", "N", "O", "O", "O", "C", "O", "P", "O", "O", "C", "O", "C", "H", "H", "H", "H", "H", "H", "H", "H", "H", "C", "O", "P", "O", "O", "C", "O", "C", "H", "H", "H", "H", "H", "H", "H", "H", "H", "C", "O", "P", "O", "O", "C", "O", "C", "H", "H", "H", "H", "H", "H", "H", "H", "H", "C", "O", "C", "C", "O", "C", "H", "H", "H", "H", "H", "H", "H", "H", "H", "H", "C", "O", "C", "C", "O", "C", "H", "H", "H", "H", "H", "H", "H", "H", "H", "H"], "xyz": [[3.4571, 5.9922, -5.7364], [4.5661, -0.0321, -5.9844], [9.2662, 3.7681, -1.3416], [3.1929, 2.0679, -0.6557], [4.1379, 2.1657, 0.0186], [2.1302, 1.6704, -0.1528], [3.2459, 2.4208, -1.8606], [-2.5825, 8.0381, 5.7769], [-1.1831, 8.1160, 5.3761], [-0.0032, 7.6611, 6.3442], [1.3504, 7.9910, 5.9036], [-0.2655, 6.0958, 6.6970], [0.2209, 5.0539, 5.8225], [-0.3190, 8.3929, 7.7395], [-0.3292, 9.7903, 7.9025], [-2.9422, 9.0635, 5.8630], [-2.6045, 7.4838, 6.7152], [-3.1056, 7.3625, 5.1001], [-0.4703, 4.5672, 5.1344], [0.4924, 4.2830, 6.5436], [1.1472, 5.3434, 5.3261], [0.0112, 10.3151, 7.0098], [0.3509, 9.9965, 8.7290], [-1.3731, 10.0142, 8.1222], [-11.3028, 0.9384, -3.9136], [-10.2741, 0.7664, -2.9523], [-8.7988, 1.0907, -3.4953], [-8.6763, 2.3897, -4.1869], [-7.9317, 0.9354, -2.1196], [-6.6586, 1.4243, -2.0003], [-8.5024, -0.3022, -4.2468], [-7.1764, -0.4816, -4.8062], [-11.4090, 2.0222, -3.9623], [-12.1715, 0.3989, -3.5361], [-11.0234, 0.6866, -4.9367], [-6.5519, 2.2101, -1.2525], [-6.3623, 1.9960, -2.8798], [-5.9101, 0.6363, -1.9169], [-6.9738, 0.1473, -5.6731], [-7.0326, -1.5323, -5.0581], [-6.4525, -0.1694, -4.0535], [12.6874, -1.5798, 2.5926], [11.9863, -1.5868, 3.8552], [11.4233, -0.1064, 4.3158], [11.1690, 0.9072, 3.2338], [12.3944, 0.5130, 5.4942], [12.7452, -0.3276, 6.6196], [10.1173, -0.5761, 5.1460], [9.3595, 0.3621, 5.9026], [12.6295, -0.6510, 2.0250], [12.2804, -2.3375, 1.9229], [13.7558, -1.7163, 2.7597], [13.8209, -0.4875, 6.5457], [12.2251, -1.2852, 6.6447], [12.4607, 0.2287, 7.5127], [8.9636, 1.1132, 5.2191], [10.0512, 0.7519, 6.6494], [8.5208, -0.1269, 6.3981], [4.0031, -4.8064, -8.0753], [3.4047, -3.5283, -8.3992], [2.0968, -3.4848, -9.0025], [1.0862, -3.8273, -7.9447], [0.9843, -2.8450, -6.9511], [0.4725, -3.4072, -5.7434], [5.0361, -4.6300, -7.7755], [3.8849, -5.4060, -8.9779], [3.3729, -5.3445, -7.3673], [1.9558, -4.2962, -9.7166], [1.9258, -2.5188, -9.4776], [1.3802, -4.8050, -7.5629], [0.1473, -4.0430, -8.4547], [0.0295, -2.6766, -5.0667], [1.2714, -3.8224, -5.1291], [-0.3752, -4.0820, -5.8622], [-9.0736, -6.3451, -0.8428], [-8.1086, -5.5772, -0.1549], [-6.9335, -6.1473, 0.0173], [-5.9246, -5.2511, 0.7795], [-4.5767, -5.6809, 0.6405], [-3.7190, -4.8079, 1.3709], [-8.9503, -7.3336, -0.4004], [-8.8862, -6.5252, -1.9014], [-10.1015, -6.0105, -0.7028], [-6.4914, -6.4482, -0.9325], [-7.1375, -7.0754, 0.5512], [-6.1440, -5.3372, 1.8438], [-6.0493, -4.1969, 0.5323], [-4.0991, -4.2949, 2.2544], [-3.4835, -3.9953, 0.6837], [-2.7709, -5.3223, 1.5277]], "lowdin_charge": [0.8400, 0.9100, 0.9983, -0.6944, 0.0268, 0.0147, -0.1028, -0.0615, -0.2343, 0.3853, -0.2323, -0.2237, -0.0902, -0.2400, -0.0994, 0.0947, 0.0806, 0.0896, 0.0860, 0.0860, 0.0820, 0.0912, 0.0955, 0.0906, -0.1079, -0.2159, 0.4398, -0.2282, -0.1978, -0.1765, -0.2142, -0.0767, 0.0871, 0.0986, 0.0861, 0.0942, 0.0776, 0.0891, 0.0900, 0.0926, 0.0621, -0.1113, -0.2135, 0.4970, -0.2895, -0.2440, -0.0902, -0.2451, -0.0842, 0.0658, 0.0882, 0.0902, 0.0925, 0.0872, 0.0902, 0.0891, 0.0829, 0.0948, -0.0703, -0.2339, -0.1796, -0.2570, -0.1667, -0.1035, 0.0895, 0.0891, 0.0753, 0.1254, 0.1281, 0.1124, 0.1334, 0.0819, 0.0877, 0.0953, -0.0793, -0.1686, -0.2800, -0.1839, -0.1836, -0.1161, 0.0810, 0.0877, 0.0945, 0.1277, 0.1234, 0.1204, 0.1247, 0.0874, 0.0781, 0.0865]}

{"formula": "C17H47FNO10S8", "method": "wB97M-V/def2-TZVPD", "gap_ev": 7.0, "homo_energy_ev": -10.210, "e_lumo_ev": -3.2, "molar_mass_g_mol": 701.1, "charge": 1, "elements": ["O", "N", "O", "C", "S", "C", "C", "O", "F", "H", "H", "H", "H", "H", "C", "S", "O", "C", "H", "H", "H", "H", "H", "H", "C", "S", "O", "C", "H", "H", "H", "H", "H", "H", "C", "S", "O", "C", "H", "H", "H", "H", "H", "H", "C", "S", "O", "C", "H", "H", "H", "H", "H", "H", "C", "S", "O", "C", "H", "H", "H", "H", "H", "H", "C", "S", "O", "C", "H", "H", "H", "H", "H", "H", "C", "S", "O", "C", "H", "H", "H", "H", "H", "H"], "xyz": [[-2.4689, -7.2791, -1.1369], [-2.0283, -6.2668, -0.8503], [-2.9133, -5.1612, -1.3425], [-2.7743, -4.0471, -0.5112], [-4.3974, -3.2501, -0.3099], [-5.5855, -4.2613, -1.1838], [-5.7353, -5.6454, -0.5867], [-6.0530, -5.8455, 0.5377], [-5.4850, -6.6194, -1.4570], [-2.4302, -4.3327, 0.4872], [-2.0922, -3.2809, -0.9025], [-4.7284, -3.4631, 0.9731], [-6.5368, -3.7371, -1.0560], [-5.3590, -4.2787, -2.2482], [-2.8027, 0.4887, 3.1022], [-3.9832, -0.5822, 2.2910], [-3.2512, -1.2289, 1.1421], [-5.0015, 0.7144, 1.6010], [-2.0442, -0.1357, 3.5691], [-2.3433, 1.1431, 2.3622], [-3.3199, 1.0717, 3.8629], [-4.3898, 1.3588, 0.9721], [-5.4504, 1.2891, 2.4056], [-5.7874, 0.2525, 1.0070], [0.2117, -0.7955, -3.6269], [-1.0441, -2.0189, -3.2773], [-0.6443, -2.7089, -2.0041], [-0.6361, -3.1189, -4.6272], [0.1498, -0.0197, -2.8656], [1.1939, -1.2667, -3.6052], [0.0209, -0.3585, -4.6060], [0.4039, -3.4356, -4.5459], [-0.7960, -2.6042, -5.5735], [-1.2926, -3.9860, -4.5691], [-6.2379, 4.0422, -0.7687], [-6.4856, 4.4513, 0.9617], [-6.5195, 3.1593, 1.7096], [-8.1860, 4.9951, 0.7948], [-5.2333, 3.6382, -0.8764], [-6.9742, 3.2996, -1.0763], [-6.3310, 4.9466, -1.3689], [-8.7880, 4.1861, 0.3818], [-8.2216, 5.8715, 0.1484], [-8.5479, 5.2571, 1.7864], [-0.1572, 1.9234, 0.3129], [0.2413, 3.4706, -0.5057], [0.0000, 3.2717, -1.9612], [2.0108, 3.3648, -0.2380], [-1.2314, 1.7662, 0.2324], [0.3708, 1.1020, -0.1732], [0.1265, 1.9915, 1.3646], [2.3966, 2.4501, -0.6896], [2.2054, 3.3803, 0.8363], [2.4728, 4.2296, -0.7089], [3.6190, 1.3589, 3.3665], [2.9292, 2.5212, 4.5515], [1.9003, 3.3195, 3.8204], [4.3970, 3.5335, 4.6906], [2.8399, 0.6445, 3.1067], [3.9428, 1.8983, 2.4760], [4.4598, 0.8364, 3.8215], [4.6707, 3.9207, 3.7111], [5.2114, 2.9423, 5.0999], [4.1684, 4.3569, 5.3641], [8.8391, 5.8451, 4.4666], [8.5321, 4.2105, 3.7928], [7.3358, 3.6736, 4.5015], [9.9676, 3.4229, 4.5280], [8.0197, 6.4901, 4.1574], [8.8765, 5.7882, 5.5541], [9.7779, 6.2288, 4.0681], [9.9274, 3.5340, 5.6112], [10.8734, 3.8773, 4.1273], [9.9391, 2.3685, 4.2627], [4.1737, -5.7600, -6.8284], [2.4409, -5.4744, -6.4614], [2.2761, -4.0121, -6.2328], [2.4623, -6.2550, -4.8426], [4.3861, -5.3056, -7.7934], [4.7893, -5.2979, -6.0571], [4.3590, -6.8326, -6.8789], [3.1990, -5.7604, -4.2097], [2.6999, -7.3126, -4.9544], [1.4702, -6.1479, -4.4084]], "lowdin_charge": [0.1542, 0.0651, -0.1787, -0.3823, 1.1859, -0.2692, -0.5202, 0.1791, 0.1381, 0.1187, 0.0496, 0.0406, 0.1173, 0.1158, -0.2417, 0.8352, -0.6345, -0.2740, 0.0587, 0.0429, 0.0674, 0.0585, 0.0402, 0.0560, -0.2443, 0.8289, -0.5704, -0.2609, 0.0429, 0.0682, 0.0650, 0.0364, 0.0650, 0.0503, -0.2670, 0.8298, -0.5701, -0.2656, 0.0465, 0.0587, 0.0572, 0.0599, 0.0572, 0.0529, -0.2723, 0.8081, -0.5639, -0.2641, 0.0337, 0.0545, 0.0491, 0.0585, 0.0378, 0.0533, -0.2718, 0.8047, -0.5768, -0.2859, 0.0435, 0.0506, 0.0552, 0.0558, 0.0334, 0.0568, -0.2681, 0.8211, -0.5657, -0.2694, 0.0509, 0.0603, 0.0555, 0.0599, 0.0552, 0.0500, -0.2682, 0.8055, -0.5637, -0.2718, 0.0525, 0.0603, 0.0559, 0.0605, 0.0551, 0.0409]}